No. 1
DFT (wB97M-V/def2-TZVPD) results for C36H51NO11 in the gas phase.

```
! RIJCOSX wB97M-V def2-TZVPD def2/J DEFGRID3
* xyz 0 1
C 2.438 5.187 3.099
H 2.947 6.082 2.728
O 1.306 4.876 2.322
C 1.473 4.560 1.009
C 2.707 4.576 0.363
C 2.821 4.261 -0.975
C 1.687 3.947 -1.716
C 0.446 3.945 -1.085
C 0.321 4.215 0.268
O -0.944 4.139 0.772
C -1.123 3.630 2.080
H -2.173 3.341 2.137
H -0.494 2.752 2.246
H -0.910 4.382 2.842
H -0.449 3.717 -1.642
C 1.851 3.435 -3.089
O 2.931 3.280 -3.621
O 0.689 3.100 -3.658
C 0.701 2.139 -4.716
C -0.762 1.804 -4.973
C -1.290 0.908 -3.850
H -1.364 1.509 -2.945
H -2.297 0.582 -4.113
C -0.402 -0.334 -3.569
C -1.300 -1.562 -3.475
H -0.746 -2.475 -3.289
H -1.844 -1.682 -4.410
H -2.021 -1.431 -2.671
C 0.720 -0.426 -4.619
H 0.360 -0.402 -5.647
C 1.610 -1.662 -4.440
H 1.003 -2.551 -4.616
H 2.387 -1.629 -5.205
C 2.280 -1.741 -3.064
C 1.293 -1.375 -1.960
H 0.608 -2.201 -1.777
C 1.893 -0.992 -0.601
C 2.490 -2.156 0.186
C 1.467 -3.056 0.876
O 0.744 -3.776 -0.094
H -0.025 -4.167 0.356
H 2.037 -3.751 1.512
C 0.544 -2.205 1.787
O 1.323 -1.522 2.743
H 1.512 -0.641 2.378
C -0.235 -1.241 0.881
H -0.767 -1.843 0.139
C -1.239 -0.455 1.720
N -2.142 -1.331 2.451
C -3.170 -0.512 3.078
C -4.194 -1.343 3.844
C -4.999 -2.240 2.908
H -5.589 -1.634 2.224
H -4.342 -2.873 2.319
H -5.676 -2.871 3.478
C -3.446 -2.129 4.916
H -3.011 -1.425 5.630
H -4.132 -2.779 5.462
C -2.335 -2.967 4.296
C -1.392 -2.145 3.412
H -0.750 -1.512 4.047
C -0.485 -3.086 2.574
C 0.256 -4.105 3.438
H 0.965 -3.586 4.075
H 0.786 -4.806 2.802
H -0.442 -4.676 4.039
O -1.320 -3.800 1.672
H -2.038 -3.189 1.444
H -1.755 -3.417 5.101
H -2.771 -3.770 3.700
H -4.888 -0.649 4.335
H -2.716 0.223 3.768
H -3.672 0.045 2.281
H -1.842 0.183 1.069
H -0.687 0.202 2.412
C 0.695 -0.278 0.120
O 1.223 0.669 1.032
H 2.102 0.894 0.667
C -0.081 0.410 -1.037
H -1.143 0.178 -0.992
H 0.049 1.490 -0.958
C 0.519 -0.103 -2.349
O 1.473 0.871 -2.826
C 1.484 0.859 -4.255
O 2.770 0.841 -4.750
H 3.208 1.671 -4.479
H 3.089 -2.762 -0.493
H 3.154 -1.742 0.946
O 2.933 -0.034 -0.727
H 2.733 0.514 -1.505
H 2.663 -2.749 -2.903
H 3.127 -1.052 -3.044
H -0.865 1.321 -5.944
H -1.332 2.733 -4.996
H 1.195 2.558 -5.602
H 3.785 4.245 -1.457
H 3.598 4.832 0.913
H 2.057 5.381 4.101
H 3.143 4.351 3.136
*
```

Its molecular weight is 673.800 Da. As for the LUMO energy: 0.566 eV. The value obtained for the energy above the lowest of the compared OMol25 structures with the same formula, charge and spin is 0.0000 eV. As for the HOMO-LUMO gap: 9.08 eV.



No. 2
DFT (wB97M-V/def2-TZVPD) results for C36H52BN8OS3Sr as an isolated structure.

```
! RIJCOSX wB97M-V def2-TZVPD def2/J DEFGRID3
* xyz -1 1
Sr 0.241 0.057 0.690
C 2.775 2.595 0.036
N 2.848 1.281 0.681
C 3.569 0.316 -0.143
C 2.677 -0.189 -1.272
N 1.895 -1.340 -0.848
C 0.865 -1.714 -1.823
C 2.634 -2.496 -0.413
C 3.850 -2.830 -0.993
C 4.551 -3.957 -0.587
C 4.004 -4.759 0.407
C 2.790 -4.429 0.983
C 2.066 -3.286 0.606
S 0.556 -2.881 1.381
C 3.336 1.404 2.034
C 4.663 1.119 2.341
C 5.138 1.222 3.641
C 4.270 1.633 4.642
C 2.953 1.935 4.339
C 2.442 1.831 3.038
S 0.768 2.213 2.708
H 3.783 3.006 -0.123
H 2.198 3.266 0.670
H 2.271 2.521 -0.930
H 3.845 -0.529 0.487
H 4.497 0.717 -0.580
H 3.253 -0.341 -2.199
H 1.950 0.585 -1.537
H 1.295 -1.907 -2.818
H 0.132 -0.913 -1.945
H 0.358 -2.608 -1.467
H 4.262 -2.196 -1.770
H 5.505 -4.200 -1.038
H 4.533 -5.643 0.744
H 2.373 -5.049 1.767
H 5.338 0.802 1.557
H 6.169 0.980 3.864
H 4.616 1.714 5.666
H 2.272 2.249 5.120
C -1.365 -0.522 6.051
C -0.721 -0.583 4.666
C 0.530 -1.460 4.706
C -1.727 -1.026 3.636
C -2.823 -1.891 3.812
C -3.491 -1.856 2.611
N -2.830 -1.036 1.778
N -1.734 -0.523 2.402
B -3.310 -0.583 0.378
N -2.547 -1.349 -0.740
C -2.325 -2.682 -0.730
C -2.197 -3.105 -2.033
C -2.363 -1.929 -2.796
N -2.599 -0.887 -2.016
C -2.290 -1.743 -4.288
C -1.727 -2.974 -4.989
C -3.654 -1.355 -4.858
N -3.146 0.927 0.176
C -4.160 1.795 0.061
C -3.641 3.070 0.044
C -2.253 2.885 0.173
N -1.965 1.583 0.229
C -1.198 3.947 0.301
C -0.488 4.220 -1.023
C -1.779 5.234 0.880
H -0.659 -0.109 6.773
H -1.649 -1.519 6.399
H -2.260 0.103 6.049
H -0.414 0.425 4.380
H 0.274 -2.501 4.919
H 1.213 -1.099 5.479
H 1.058 -1.457 3.754
H -3.101 -2.438 4.697
H -4.404 -2.331 2.290
H -4.494 -0.821 0.297
H -2.237 -3.223 0.196
H -1.965 -4.100 -2.372
H -1.601 -0.906 -4.463
H -2.387 -3.833 -4.849
H -0.745 -3.240 -4.596
H -1.633 -2.798 -6.063
H -4.371 -2.164 -4.705
H -3.590 -1.152 -5.931
H -4.041 -0.469 -4.351
H -5.175 1.438 0.012
H -4.185 3.997 -0.011
H -0.449 3.572 1.003
H -1.185 4.612 -1.772
H -0.044 3.300 -1.399
H 0.311 4.953 -0.890
H -2.509 5.682 0.200
H -0.984 5.965 1.044
H -2.272 5.049 1.835
C 0.156 1.263 -5.197
S -0.193 2.141 -3.670
C -1.977 2.213 -3.836
O 0.029 1.154 -2.576
H -0.126 1.885 -6.046
H -0.392 0.320 -5.202
H 1.227 1.072 -5.217
H -2.250 2.839 -4.686
H -2.352 2.641 -2.906
H -2.357 1.195 -3.934
*
```

Its molecular weight is 807.500 Da. As for the LUMO energy: 1.867 eV. The value obtained for the energy above the lowest of the compared OMol25 structures with the same formula, charge and spin is 0.4974 eV. As for the HOMO-LUMO gap: 6.02 eV.



No. 3
DFT (wB97M-V/def2-TZVPD) results for C36H52BrCoN3OP2 as an isolated structure at a distorted geometry.

```
! RIJCOSX wB97M-V def2-TZVPD def2/J DEFGRID3
* xyz 2 4
N 3.128 -9.390 1.733
C 1.978 -8.965 2.262
C 1.526 -7.650 2.092
C 2.301 -6.690 1.405
C 3.529 -7.172 0.882
C 3.871 -8.529 1.035
C 1.787 -5.347 1.250
Co 1.055 -1.233 1.081
P -1.458 2.404 -4.518
C 2.328 -4.452 0.394
C 1.570 -3.427 -0.223
C 1.823 -3.157 -1.560
C 0.966 -2.353 -2.305
C -0.332 -2.028 -1.837
C -0.628 -2.177 -0.467
C 0.371 -2.857 0.395
Br -1.572 -1.270 -3.074
H 0.842 -5.140 1.744
H 3.306 -4.630 -0.040
H 0.558 -7.387 2.516
H 4.221 -6.538 0.344
H 1.399 -9.702 2.837
H 4.796 -8.927 0.604
H 2.651 -3.686 -2.036
H 0.059 -3.355 1.332
H 1.276 -2.064 -3.303
H -1.665 -2.107 -0.111
P 1.990 0.638 0.200
C -2.873 1.250 -4.492
C -3.403 0.936 -5.878
H -3.654 1.567 -3.778
H -2.485 0.261 -4.175
H -4.206 0.199 -5.796
H -3.805 1.823 -6.360
H -2.633 0.475 -6.510
C 0.083 1.452 -4.827
C 0.983 2.259 -5.765
H -0.176 0.484 -5.277
H 0.575 1.275 -3.859
H 1.850 1.668 -6.064
H 0.465 2.556 -6.683
H 1.377 3.161 -5.288
C -1.291 2.931 -2.784
C -2.088 4.232 -2.623
H -0.229 3.113 -2.598
H -1.638 2.116 -2.127
H -1.734 4.818 -1.769
H -2.006 4.878 -3.506
H -3.158 4.061 -2.445
C 1.936 2.283 1.000
C 3.163 2.892 1.680
H 1.096 2.254 1.708
H 1.592 2.960 0.206
H 3.293 2.516 2.698
H 4.092 2.733 1.129
H 3.043 3.979 1.768
C 2.822 1.005 -1.384
C 3.787 -0.035 -1.938
H 3.338 1.975 -1.285
H 1.987 1.178 -2.086
H 4.597 -0.251 -1.230
H 3.248 -0.958 -2.189
H 4.244 0.340 -2.866
C 3.211 -0.362 1.206
C 2.695 -0.521 2.636
H 4.178 0.131 1.128
H 3.385 -1.341 0.727
H 2.884 -1.537 3.004
H 3.175 0.199 3.308
H 1.587 -0.340 2.677
C -3.822 2.551 4.594
N -2.684 1.825 4.072
N -2.222 2.006 2.814
C -1.421 0.894 2.459
O -1.091 0.626 1.281
C -1.246 0.192 3.695
C -2.146 0.696 4.599
C -2.532 0.132 5.915
C -2.701 3.064 1.991
C -2.682 4.402 2.414
C -3.254 5.386 1.620
C -3.804 5.024 0.380
C -3.872 3.686 -0.004
C -3.251 2.706 0.760
H -4.048 2.144 5.585
H -4.714 2.443 3.954
H -3.591 3.611 4.729
H -0.573 -0.642 3.762
H -2.298 0.835 6.727
H -3.608 -0.097 5.958
H -1.969 -0.802 6.080
H -2.267 4.627 3.401
H -3.306 6.421 1.983
H -4.189 5.802 -0.277
H -4.393 3.386 -0.907
H -3.300 1.655 0.492
*
```

Its molecular weight is 743.617 Da. As for the LUMO energy (spin up / spin down): -6.689 / -7.624 eV. As for the HOMO-LUMO gap (spin up / spin down): 4.94 / 4.00 eV.